ORCA calculation (the ωB97M-V functional and the def2-TZVPD basis) on a single C4H8O2 molecule.

Positions of all 14 atoms, in Å:
C 1.018 0.685 0.135
C 1.042 -0.817 -0.140
O -0.164 -1.516 0.126
C -1.384 -0.835 0.288
O -1.276 0.517 0.619
C -0.365 1.193 -0.234
H 1.192 0.928 1.189
H 1.834 1.125 -0.449
H 1.303 -0.963 -1.198
H 1.821 -1.294 0.466
H -1.885 -1.325 1.129
H -2.013 -0.941 -0.616
H -0.500 2.263 -0.055
H -0.596 0.986 -1.293

SMILES ... C1COCOC1
Net charge ... 0
Calculated total energy ... -8371.6775 eV
Molecular weight ... 88.11 g mol⁻¹